1.
79
Properties=species:S:1:pos:R:3 method="wB97M-V/def2-TZVPD" lumo_ev="-1.56 / -1.56" gap_ev="6.29 / 6.29" homo_energy_ev="-7.84 / -7.84" relative_energy_kcal_mol=108.00
Ti -0.453 2.470 -0.956
C 0.793 -1.037 -1.772
C -0.681 -0.698 -1.865
C -1.419 -1.705 -2.789
C -2.274 -1.130 -3.850
C -2.292 0.183 -4.109
C -3.043 0.814 -5.190
Br -4.015 -0.283 -6.381
C -3.048 2.139 -5.368
C -2.324 3.012 -4.468
Br -2.429 4.859 -4.752
C -1.626 2.526 -3.427
O -0.977 3.262 -2.520
C -1.559 1.084 -3.206
N -0.880 0.725 -2.167
H 0.896 -2.109 -1.598
H 1.287 -0.500 -0.967
H 1.288 -0.778 -2.710
H -0.726 -2.404 -3.272
H -2.855 -1.809 -4.463
H -3.600 2.589 -6.181
Br -0.042 4.155 0.703
C -2.524 2.355 -0.250
Br -4.012 1.555 -1.249
H -2.719 3.426 -0.349
H -2.705 2.086 0.784
I 2.825 0.707 1.331
C 2.746 -0.062 3.268
C 3.897 0.106 3.990
C 4.037 -0.412 5.289
C 3.013 -1.128 5.821
C 1.807 -1.321 5.103
C 0.801 -2.105 5.713
C -0.380 -2.328 5.081
C -0.605 -1.721 3.836
C 0.325 -0.937 3.187
P -0.388 -0.128 1.652
C -0.830 -1.556 0.608
C -0.467 -2.826 0.812
C -0.816 -3.899 -0.128
C -1.581 -3.693 -1.197
C -2.111 -2.338 -1.544
C -1.547 -1.184 -0.662
C -2.007 0.362 2.360
C -3.222 -0.241 2.058
C -4.406 0.261 2.585
C -4.382 1.359 3.430
C -3.169 1.960 3.748
C -1.992 1.472 3.207
C 1.613 -0.753 3.804
H 4.725 0.638 3.541
H 4.956 -0.255 5.836
H 3.094 -1.569 6.807
H 0.999 -2.522 6.693
H -1.156 -2.934 5.531
H -1.576 -1.867 3.384
H 0.090 -3.103 1.697
H -0.448 -4.895 0.088
H -1.841 -4.518 -1.853
H -3.203 -2.358 -1.611
H -2.323 -0.444 -0.475
H -3.255 -1.109 1.409
H -5.347 -0.209 2.330
H -5.305 1.751 3.837
H -3.144 2.821 4.403
H -1.051 1.966 3.428
C 1.557 1.979 -1.403
C 2.651 1.692 -1.854
C 3.940 1.351 -2.382
C 4.408 0.037 -2.301
C 5.651 -0.295 -2.813
C 6.442 0.676 -3.412
C 5.983 1.984 -3.496
C 4.741 2.323 -2.985
H 3.791 -0.715 -1.826
H 6.006 -1.315 -2.741
H 7.413 0.416 -3.810
H 6.597 2.745 -3.960
H 4.378 3.341 -3.044



2.
85
Properties=species:S:1:pos:R:3 method="wB97M-V/def2-TZVPD" lumo_ev=-10.51 charge=+3 gap_ev=5.19 homo_energy_ev=-15.70 relative_energy_kcal_mol=20.92
Ti 0.413 0.149 -0.034
Cl -0.475 2.088 1.042
C -2.143 2.323 0.589
C -2.863 3.367 1.123
C -4.183 3.515 0.713
C -4.741 2.645 -0.207
C -3.993 1.601 -0.739
Cl -4.685 0.535 -1.887
C -2.666 1.423 -0.333
S -1.711 0.103 -0.970
H -2.417 4.050 1.833
H -4.776 4.323 1.120
H -5.767 2.765 -0.527
O 2.011 -2.781 -7.065
C 2.244 -1.831 -6.177
O 2.709 -0.768 -6.480
C 1.897 -2.056 -4.722
C 2.771 -1.526 -3.773
C 2.387 -1.433 -2.452
C 1.114 -1.874 -2.075
C 0.263 -2.461 -3.003
C 0.663 -2.558 -4.328
N 0.716 -1.681 -0.719
C 0.223 -2.643 -0.016
C -0.193 -2.351 1.338
C -0.661 -3.324 2.203
C -1.024 -2.955 3.494
C -0.897 -1.626 3.857
C -0.416 -0.705 2.932
N -0.070 -1.046 1.694
H 1.754 -3.637 -6.704
H 3.748 -1.179 -4.081
H 3.064 -1.065 -1.691
H -0.724 -2.793 -2.699
H -0.009 -2.993 -5.058
H 0.137 -3.653 -0.410
H -0.739 -4.352 1.872
H -1.394 -3.691 4.194
H -1.166 -1.297 4.852
H -0.301 0.335 3.208
S 2.395 1.132 1.170
C 3.565 -0.088 1.395
N 4.749 0.272 1.957
C 5.733 -0.618 2.193
C 5.538 -1.927 1.852
C 4.312 -2.245 1.264
N 3.349 -1.356 1.041
H 4.877 1.247 2.205
H 6.644 -0.246 2.643
H 6.299 -2.672 2.028
H 4.101 -3.262 0.952
F -0.833 7.502 -0.854
C -0.403 6.281 -1.153
C 0.580 5.710 -0.358
C 1.018 4.433 -0.662
C 0.481 3.747 -1.751
C -0.497 4.343 -2.539
C -0.946 5.621 -2.241
Sb 1.155 1.765 -2.208
C 0.269 1.533 -4.133
C -0.757 0.620 -4.349
C -1.331 0.497 -5.604
C -0.862 1.301 -6.631
F -1.401 1.169 -7.836
C 0.138 2.238 -6.432
C 0.701 2.356 -5.175
C 3.212 2.096 -2.699
C 4.018 2.766 -1.779
C 5.334 3.060 -2.091
C 5.827 2.672 -3.327
F 7.087 2.957 -3.631
C 5.046 1.996 -4.250
C 3.731 1.698 -3.928
H 0.991 6.271 0.471
H 1.796 3.986 -0.052
H -0.911 3.824 -3.395
H -1.699 6.112 -2.843
H -1.127 0.011 -3.541
H -2.136 -0.200 -5.798
H 0.466 2.854 -7.258
H 1.464 3.104 -5.002
H 3.605 3.093 -0.832
H 5.978 3.600 -1.409
H 5.465 1.720 -5.209
H 3.133 1.154 -4.647



3.
89
Properties=species:S:1:pos:R:3 method="wB97M-V/def2-TZVPD" lumo_ev=2.09 charge=-1 gap_ev=7.57 homo_energy_ev=-5.49 relative_energy_kcal_mol=2.61
In 0.820 -0.740 -0.600
C -1.312 -0.062 -6.044
C 0.072 -0.695 -6.157
S 0.948 -0.867 -4.572
C 2.399 0.164 -4.858
C 2.143 1.666 -4.881
S 1.440 2.303 -3.329
C -0.086 3.089 -3.899
C -1.243 2.153 -4.247
S -1.339 1.748 -6.020
H -1.835 -0.431 -5.160
H -1.915 -0.342 -6.910
H 0.693 -0.117 -6.843
H -0.035 -1.698 -6.577
H 2.874 -0.142 -5.794
H 3.073 -0.107 -4.044
H 1.457 1.923 -5.688
H 3.087 2.185 -5.063
H 0.143 3.753 -4.735
H -0.382 3.725 -3.063
H -2.187 2.623 -3.967
H -1.148 1.219 -3.695
F 8.078 0.614 0.013
C 6.901 0.095 -0.362
C 5.829 0.918 -0.648
F 5.972 2.245 -0.560
C 4.621 0.369 -1.041
F 3.641 1.221 -1.349
C 4.417 -1.003 -1.157
S 2.923 -1.753 -1.689
C 5.527 -1.798 -0.870
F 5.443 -3.131 -0.964
C 6.745 -1.274 -0.479
F 7.777 -2.085 -0.210
S -3.941 0.017 -1.599
C -3.472 1.626 -1.155
C -4.266 2.753 -0.960
C -3.642 3.933 -0.607
C -2.251 3.991 -0.448
C -1.463 2.875 -0.640
C -2.082 1.678 -1.002
N -1.434 0.482 -1.251
C -2.260 -0.461 -1.557
C -1.814 -1.833 -1.850
C -2.718 -2.768 -2.351
C -2.299 -4.062 -2.609
C -0.978 -4.410 -2.362
C -0.085 -3.467 -1.866
C -0.477 -2.158 -1.602
H -5.341 2.706 -1.080
H -4.237 4.823 -0.447
H -1.788 4.927 -0.160
H -0.392 2.893 -0.494
H -3.749 -2.490 -2.542
H -2.998 -4.794 -2.994
H -0.642 -5.422 -2.553
H 0.941 -3.767 -1.681
C -3.902 -0.423 7.825
C -3.256 0.201 6.613
O -3.630 0.006 5.493
S -1.868 1.250 7.054
C -1.084 1.471 5.486
C 0.226 1.028 5.339
C 0.847 1.107 4.106
C 0.156 1.595 2.995
C -1.142 2.083 3.165
C -1.754 2.033 4.404
C 0.713 1.418 1.688
C 1.041 0.990 0.601
H -4.972 -0.517 7.651
H -3.707 0.147 8.733
H -3.475 -1.420 7.944
H 0.744 0.584 6.181
H 1.852 0.728 3.974
H -1.680 2.458 2.304
H -2.769 2.384 4.523
Br 2.670 -3.192 6.428
C 1.146 -2.748 5.389
C -0.085 -2.626 6.012
N -1.192 -2.300 5.352
C -1.087 -2.075 4.042
C 0.108 -2.183 3.339
C 1.258 -2.532 4.030
C 0.179 -1.824 1.876
O -0.831 -1.354 1.327
O 1.302 -1.953 1.301
H -0.175 -2.795 7.080
H -1.983 -1.773 3.515
H 2.198 -2.608 3.500



4.
99
Properties=species:S:1:pos:R:3 method="wB97M-V/def2-TZVPD" multiplicity=2 lumo_ev="-3.77 / -4.98" charge=+1 gap_ev="6.29 / 5.09" homo_energy_ev="-10.06 / -10.06" s2=0.77 relative_energy_kcal_mol=22.33
Ti -1.118 0.511 0.210
C -2.684 3.992 -1.632
C -2.830 2.686 -1.213
N -1.992 2.415 -0.199
N -1.295 3.563 0.031
C -1.681 4.510 -0.824
B -0.215 3.513 1.137
N -0.844 2.744 2.338
C -1.140 3.144 3.584
C -1.468 2.030 4.333
C -1.350 0.966 3.443
N -0.989 1.404 2.239
N 0.964 2.598 0.647
C 2.265 2.876 0.562
C 2.951 1.722 0.217
C 1.974 0.749 0.100
N 0.774 1.288 0.351
N 0.335 4.845 1.567
C 1.162 5.061 2.632
C 1.715 6.302 2.490
C 1.176 6.786 1.278
N 0.363 5.910 0.724
H -3.226 4.502 -2.410
H -3.498 1.922 -1.580
H -1.222 5.483 -0.789
H -1.110 4.186 3.857
H -1.748 1.996 5.371
H -1.501 -0.086 3.620
H 2.636 3.870 0.753
H 4.013 1.621 0.075
H 2.064 -0.284 -0.199
H 1.290 4.321 3.406
H 2.411 6.791 3.150
H 1.354 7.735 0.797
C 7.666 -1.022 -2.039
O 6.620 -0.784 -1.105
C 6.054 -1.854 -0.507
C 5.091 -1.570 0.467
C 4.433 -2.586 1.118
C 4.742 -3.921 0.829
C 5.734 -4.195 -0.096
C 6.378 -3.177 -0.786
N 4.186 -5.067 1.488
N 3.043 -5.081 1.971
C 2.040 -4.126 1.647
C 1.354 -3.542 2.676
C 0.454 -2.492 2.420
C 0.203 -2.081 1.144
O -0.555 -0.966 0.936
C 0.750 -2.789 0.046
N 0.355 -2.445 -1.197
C 0.858 -3.089 -2.215
C 1.786 -4.142 -2.080
C 2.167 -4.526 -0.827
C 1.674 -3.826 0.295
H 8.031 -0.044 -2.334
H 7.292 -1.551 -2.918
H 8.477 -1.592 -1.583
H 4.877 -0.531 0.684
H 3.712 -2.343 1.886
H 5.984 -5.230 -0.294
H 7.127 -3.422 -1.524
H 1.576 -3.842 3.692
H -0.020 -1.973 3.244
H 0.494 -2.801 -3.197
H 2.170 -4.640 -2.960
H 2.819 -5.377 -0.684
F -6.567 -0.242 -4.932
C -5.684 -0.717 -4.077
C -4.464 -1.200 -4.530
F -4.172 -1.165 -5.824
C -3.561 -1.717 -3.626
F -2.411 -2.186 -4.099
C -3.804 -1.741 -2.249
S -2.693 -2.469 -1.155
C -5.028 -1.199 -1.828
F -5.326 -1.145 -0.531
C -5.965 -0.720 -2.717
F -7.125 -0.242 -2.280
C -0.919 0.774 -4.181
S -0.130 0.843 -2.615
O 1.026 0.003 -2.621
O 0.064 2.231 -2.306
O -1.221 0.268 -1.628
H -0.280 1.354 -4.844
H -1.900 1.239 -4.100
H -0.990 -0.257 -4.517
N -4.710 -3.814 3.499
C -4.603 -2.760 3.056
C -4.472 -1.437 2.505
C -5.467 -0.480 2.676
C -5.261 0.772 2.131
C -4.102 1.015 1.419
N -3.156 0.086 1.223
C -3.343 -1.117 1.774
H -6.366 -0.717 3.229
H -5.987 1.562 2.255
H -3.920 1.989 0.995
H -2.568 -1.854 1.634



5.
133
Properties=species:S:1:pos:R:3 method="wB97M-V/def2-TZVPD" lumo_ev=-0.90 gap_ev=8.27 homo_energy_ev=-9.17
C 0.635 0.047 6.039
C 0.975 1.152 4.988
Br -0.396 2.539 4.966
C 1.344 0.524 3.592
C 0.585 1.030 2.393
C 1.211 1.762 1.393
C 2.681 2.064 1.577
C 2.855 3.213 2.664
C 2.564 4.638 2.124
O 1.685 3.828 3.073
C 0.528 2.198 0.286
C 1.170 3.013 -0.814
C 0.721 4.516 -0.814
C 1.908 5.479 -1.073
I 1.153 7.158 -2.241
C -0.807 1.910 0.100
C -1.569 2.337 -1.135
C -1.941 1.167 -2.083
S -0.862 0.976 -3.547
C -1.523 -0.551 -4.108
N -0.993 -1.517 -4.777
N -1.990 -2.444 -4.816
C -3.027 -2.052 -4.237
O -2.757 -0.823 -3.762
C -1.421 1.212 1.095
C -0.734 0.785 2.195
C -1.503 0.012 3.247
O -1.054 -0.892 3.875
C -2.942 0.473 3.427
C -3.454 0.419 4.850
C -4.086 -0.990 5.118
C -5.175 -0.923 6.222
C -6.609 -1.009 5.699
O -6.737 -2.042 4.725
C -3.600 0.901 2.383
C -5.035 1.385 2.476
F -5.609 1.554 1.274
F -5.771 0.439 3.106
C -5.212 2.729 3.287
F -6.027 2.493 4.322
F -4.048 3.221 3.700
C -5.914 3.862 2.480
F -5.232 4.239 1.422
F -5.946 4.922 3.303
F -7.166 3.586 2.212
C -2.894 0.866 1.041
O -3.470 0.550 0.046
H -0.449 0.034 6.163
H 1.110 0.346 6.977
H 0.975 -0.939 5.723
H 1.882 1.623 5.370
H 2.425 0.589 3.481
H 1.127 -0.544 3.671
H 3.270 1.224 1.944
H 3.167 2.479 0.699
H 3.671 3.117 3.379
H 2.739 5.490 2.778
H 1.714 4.784 1.467
H 2.255 3.032 -0.746
H 0.937 2.604 -1.797
H 0.017 4.691 -1.629
H 0.213 4.801 0.113
H 2.682 5.036 -1.697
H 2.309 5.909 -0.161
H -1.094 3.126 -1.717
H -2.518 2.760 -0.783
H -1.875 0.252 -1.491
H -2.994 1.254 -2.352
H -3.943 -2.587 -4.082
H -4.111 1.244 5.119
H -2.589 0.486 5.518
H -4.445 -1.435 4.190
H -3.286 -1.628 5.504
H -5.062 0.031 6.751
H -4.984 -1.737 6.927
H -7.317 -1.264 6.502
H -6.949 -0.040 5.314
H -7.236 -1.723 3.968
Cl -0.825 -3.650 -2.992
C 0.099 -4.017 -1.535
Cl 1.693 -3.248 -1.689
Cl -0.766 -3.372 -0.130
Cl 0.316 -5.766 -1.333
Cl 4.448 -1.545 -2.095
C 5.567 -2.881 -2.391
Cl 7.151 -2.485 -1.708
Cl 4.968 -4.366 -1.662
Cl 5.715 -3.116 -4.140
Cl 1.894 -8.566 -2.914
C 3.484 -8.111 -2.294
Cl 4.355 -7.198 -3.530
Cl 3.285 -7.119 -0.839
Cl 4.403 -9.570 -1.887
Cl -0.420 -12.665 -1.309
C 0.307 -12.445 -2.906
Cl -0.752 -11.437 -3.902
Cl 1.876 -11.653 -2.735
Cl 0.517 -14.022 -3.679
Cl -4.026 -4.902 2.023
C -2.904 -6.218 1.657
Cl -1.320 -5.851 2.350
Cl -3.513 -7.725 2.356
Cl -2.759 -6.399 -0.096
Cl -2.503 7.412 6.954
C -1.898 5.751 6.955
Cl -2.498 4.907 5.522
Cl -0.132 5.767 6.937
Cl -2.466 4.917 8.407
Cl -4.270 0.545 -8.843
C -4.844 0.033 -7.249
Cl -3.547 -0.813 -6.389
Cl -5.338 1.454 -6.317
Cl -6.224 -1.055 -7.440
Cl 2.692 1.579 -6.167
C 3.788 0.329 -5.560
Cl 5.026 1.068 -4.529
Cl 2.888 -0.883 -4.640
Cl 4.578 -0.458 -6.933
Cl 2.591 10.820 -0.992
C 3.811 9.894 -0.112
Cl 4.961 9.194 -1.258
Cl 4.666 10.961 1.008
Cl 3.025 8.596 0.797
Cl 6.716 -4.189 -6.503
C 7.161 -4.984 -8.023
Cl 7.473 -6.697 -7.722
Cl 5.841 -4.819 -9.186
Cl 8.615 -4.216 -8.665
Cl 11.504 -0.037 -6.781
C 10.025 -0.194 -7.737
Cl 8.980 -1.417 -7.010
Cl 9.180 1.358 -7.776
Cl 10.438 -0.683 -9.387



no.,E (eV)
1,-367199.053
2,-137540.615
3,-205944.711
4,-131675.164
5,-715216.506